14
Properties=species:S:1:pos:R:3 method="wB97M-V/def2-TZVPD" e_homo_ev=-8.578 relative_energy_kj_mol=530.8 smiles="S=CNN1C[C@H]1C=S" e_tot_ev=-28890.709 lumo_energy_ev=-0.9 homo_lumo_gap_ev=7.71
S 4.0679 -0.5392 0.0168
C 2.3970 -0.1616 -0.2817
N 1.2796 0.2411 0.4408
N 0.0367 0.4690 -0.2476
C -0.8108 1.8030 -0.1466
C -1.3210 0.5311 0.3187
C -2.3479 -0.2237 -0.3895
S -3.7518 -0.8172 0.1007
H 1.9000 -0.1837 -1.2545
H 1.2797 0.4033 1.5079
H -1.2668 2.2192 -1.1747
H -0.5786 2.4578 0.7281
H -1.3088 0.4884 1.5209
H -1.8018 -0.3460 -1.5654



25
Properties=species:S:1:pos:R:3 method="wB97M-V/def2-TZVPD" e_homo_ev="-4.204 / -6.266" multiplicity=3 relative_energy_kj_mol=0.0 e_tot_ev=-134022.018 lumo_energy_ev="2.6 / 2.2" homo_lumo_gap_ev="6.80 / 8.50" total_charge=-1
Au -0.9539 -0.7046 -0.9283
O 2.5720 -2.3340 -1.9446
C 1.7325 -1.5348 -1.6582
O 0.7308 -1.1933 -2.2988
C 3.7802 -0.6621 -0.0651
O 4.0292 0.2770 -0.7119
O 3.5266 -1.5404 0.6376
Br 1.5652 4.9441 1.6836
C 0.9579 3.2564 0.9547
C 1.6434 2.6485 -0.0599
C 1.1509 1.4311 -0.5679
C -0.0420 0.9001 -0.0579
C -0.7696 1.6182 0.9107
C -0.3060 2.8254 1.3372
H 2.5560 3.0323 -0.4077
H 1.7666 0.9120 -1.2554
H -1.8379 1.3812 1.2294
H -0.8349 3.3482 2.0973
Cl -1.4675 -3.6753 0.8192
C -2.8229 -3.1610 -0.0485
Cl -2.3435 -2.8397 -1.7562
Cl -4.0976 -4.4874 0.0351
C -3.4248 -1.8039 0.5350
O -4.3203 -1.9023 1.3131
O -2.7903 -0.7357 0.2073



7
Properties=species:S:1:pos:R:3 method="wB97M-V/def2-TZVPD" e_homo_ev="-11.033 / -11.033" relative_energy_kj_mol=405.7 e_tot_ev=-8244.392 lumo_energy_ev="-0.9 / -0.9" homo_lumo_gap_ev="10.15 / 10.15"
C 1.2127 0.1949 -0.0083
C -0.0843 -0.1095 -0.4899
O 2.1326 0.8899 0.1803
O 0.8117 -1.0830 -0.0101
O -1.8680 -0.0887 0.4886
H -0.5630 -0.2089 -1.4463
H -1.6416 0.4053 1.2856



92
Properties=species:S:1:pos:R:3 method="wB97M-V/def2-TZVPD" e_homo_ev="-3.539 / -3.620" multiplicity=4 relative_energy_kj_mol=1828.0 e_tot_ev=-157523.424 lumo_energy_ev="2.2 / 2.2" homo_lumo_gap_ev="5.70 / 5.78" total_charge=-1
V -0.3025 -0.5639 -0.1094
C -3.8759 -2.6904 0.4465
C -4.1158 -1.1745 0.5525
C -5.5921 -0.8969 0.2428
P -2.8216 -0.1798 -0.3689
C -3.4023 -0.0388 -2.1315
C -3.7483 -1.4130 -2.7099
C -4.4661 1.0118 -2.4345
C -2.8962 1.4107 0.5082
C -4.0967 2.1083 0.7083
C -4.2165 3.1433 1.6099
C -3.1000 3.4755 2.3785
C -1.8999 2.8424 2.1695
C -1.7252 1.8317 1.1882
N -0.4803 1.2650 0.9824
C 0.6192 2.1286 0.9858
C 0.5239 3.5121 0.7524
C 1.6503 4.2963 0.5884
C 2.9147 3.7295 0.6299
C 3.0228 2.3621 0.8314
C 1.9069 1.5599 1.0517
P 1.8728 -0.2724 1.0371
C 1.5803 -0.6521 2.8536
C 1.8634 -2.1028 3.2306
C 2.2864 0.2990 3.8163
C 4.5115 -1.0198 1.6765
C 5.8965 -1.0174 2.1768
C 3.3297 -2.7054 0.1390
H -4.7831 -3.2252 0.7390
H -3.6267 -3.0021 -0.5666
H -3.0751 -3.0305 1.0952
H -3.9369 -0.8687 1.5884
H -5.8999 -1.3869 -0.6809
H -6.2007 -1.3154 1.0484
H -5.8415 0.1562 0.1668
H -2.4951 0.2630 -2.6502
H -4.6905 -1.8073 -2.3306
H -3.8396 -1.3232 -3.7949
H -2.9541 -2.1352 -2.5115
H -5.4357 0.7554 -2.0046
H -4.1721 1.9948 -2.0671
H -4.5970 1.0875 -3.5172
H -4.9654 1.8325 0.1303
H -5.1577 3.6628 1.7319
H -3.1708 4.2418 3.1417
H -1.0423 3.1134 2.7713
H -0.4457 3.9753 0.6377
H 1.5318 5.3569 0.3980
H 3.8016 4.3315 0.4802
H 4.0059 1.9151 0.8047
H 0.5138 -0.4500 2.9446
H 2.9145 -2.2118 3.4945
H 1.2511 -2.3972 4.0928
H 1.6816 -2.7960 2.4087
H 3.3548 0.0809 3.8339
H 2.1519 1.3435 3.5341
H 1.8800 0.1695 4.8267
H 4.0965 0.2950 0.0494
H 5.9754 -1.7036 3.0265
H 6.6787 -1.3343 1.4553
H 6.1864 -0.0185 2.5217
H 3.7227 -3.4169 0.8509
H 2.6568 -3.0800 -0.6227
H 4.8797 -1.1657 -0.5679
C -1.6762 -1.1646 3.5336
C -1.2142 -2.2182 2.5916
N -0.8091 -2.0398 1.3485
C -0.5381 -3.2833 0.8274
C -0.7767 -4.2297 1.7780
N -1.2010 -3.5355 2.8819
C -0.6841 -5.7088 1.8288
O -0.3184 -6.3094 0.7260
O -0.9542 -6.2822 2.8643
C -0.2750 -3.4095 -0.6385
O -0.0610 -4.5419 -1.1031
O -0.3831 -2.3284 -1.2881
H -1.6860 -0.2021 3.0241
H -1.0113 -1.0927 4.3962
H -2.6818 -1.3907 3.8946
H -1.4416 -3.9861 3.7510
H -0.1635 -5.6381 -0.0372
Cl 3.7456 -1.0784 0.1794
C 2.9395 -0.7171 -1.4925
C 1.5857 -0.3889 -1.4432
C 1.1722 0.4629 -2.4377
Cl -0.3635 1.2885 -2.1635
C 1.8480 0.7209 -3.6244
Cl 1.1287 1.6414 -4.8917
C 3.1096 0.1557 -3.7536
Cl 4.0078 0.4069 -5.2062
C 3.6287 -0.5835 -2.6853
Cl 5.3199 -1.0230 -2.8244



76
Properties=species:S:1:pos:R:3 method="wB97M-V/def2-TZVPD" e_homo_ev=-11.340 relative_energy_kj_mol=357.9 e_tot_ev=-146274.480 lumo_energy_ev=-4.1 homo_lumo_gap_ev=7.27 total_charge=+1
Ti 0.0621 -0.2015 0.1029
C -0.1477 0.0556 3.9128
P 0.5991 -0.9019 2.5337
C 0.3737 -2.6215 3.1805
C 2.4024 -0.6892 2.8254
C 2.9155 -0.7704 4.1181
C 4.2732 -0.6504 4.3547
C 5.1429 -0.4654 3.2917
C 4.6463 -0.3893 2.0020
C 3.2798 -0.4913 1.7521
P 2.5942 -0.3298 0.0527
C 3.5813 -1.5236 -0.9437
C 3.3578 1.2355 -0.5158
H 0.2261 -0.2968 4.8733
H -1.2282 -0.0657 3.8949
H 0.0767 1.1124 3.7839
H 0.8915 -2.7352 4.1318
H 0.7674 -3.3554 2.4777
H -0.6881 -2.8139 3.3349
H 2.2562 -0.9284 4.9574
H 4.6519 -0.7000 5.3638
H 6.2038 -0.3750 3.4696
H 5.3349 -0.2497 1.1811
H 4.6109 -1.1801 -1.0396
H 3.1305 -1.5822 -1.9358
H 3.5704 -2.5127 -0.4923
H 4.4437 1.1903 -0.4094
H 2.9719 2.0787 0.0552
H 3.0948 1.3841 -1.5651
C -5.2464 2.7325 -3.2729
C -3.8353 2.2611 -3.1951
C -2.7865 3.1173 -3.5165
C -1.4717 2.7285 -3.3406
C -1.2112 1.4623 -2.8490
C -2.2328 0.5684 -2.5873
C -3.5429 0.9686 -2.7674
S 0.4049 1.0967 -2.2560
O 1.4398 1.1834 -3.2326
O 0.6289 1.9804 -1.0929
O 0.3348 -0.3212 -1.6712
H -5.3453 3.5374 -3.9941
H -5.5418 3.1149 -2.2964
H -5.9190 1.9224 -3.5378
H -3.0042 4.1039 -3.8904
H -0.6533 3.3932 -3.5658
H -1.9867 -0.4277 -2.2421
H -4.3455 0.2848 -2.5358
Cl 1.5002 -5.5806 -3.9561
C 0.7367 -4.5728 -2.7879
C 1.4045 -4.2457 -1.6136
C 0.8061 -3.4003 -0.6974
C -0.4679 -2.8658 -0.9303
C -1.0862 -1.9459 0.0597
C -1.1265 -3.2368 -2.1046
C -0.5349 -4.0752 -3.0297
H 2.3785 -4.6736 -1.4322
H 1.3181 -3.1454 0.2312
H -1.1805 -2.4572 1.0241
H -2.0963 -1.6709 -0.2698
H -2.1300 -2.8820 -2.2925
H -1.0588 -4.3541 -3.9307
F -0.8359 4.7081 1.0138
C -0.2608 3.8628 0.1659
F 1.0446 4.0834 0.2226
F -0.7022 4.1196 -1.0413
S -0.5960 2.1362 0.8663
O -1.2800 1.1044 0.0590
O 0.6485 1.5769 1.3644
N -1.5106 2.4225 2.1016
S -3.0010 2.5823 1.5474
O -2.9181 3.0171 0.1859
O -3.9231 3.1782 2.4326
C -3.4842 0.7201 1.4759
F -3.8129 0.2977 0.2582
F -4.4792 0.4254 2.2984
F -2.4337 -0.0654 1.8748



84
Properties=species:S:1:pos:R:3 method="wB97M-V/def2-TZVPD" e_homo_ev="-10.612 / -10.885" multiplicity=4 relative_energy_kj_mol=1.7 e_tot_ev=-105074.610 lumo_energy_ev="-2.3 / -2.5" homo_lumo_gap_ev="8.29 / 8.42" total_charge=+1
Co -0.7155 0.1600 -0.3537
C -2.3236 3.5076 -1.0850
Si -2.2095 2.8687 0.6789
C -2.3736 4.3510 1.8166
C -3.6656 1.7441 1.1186
C -0.6619 1.8534 0.8708
C -0.7441 0.9177 2.0234
C -0.7616 1.2278 3.3871
C -0.8295 0.2076 4.3146
C -0.8805 -1.1177 3.8883
C -0.8677 -1.3652 2.5348
N -0.8055 -0.3767 1.6350
Si 1.0264 2.6603 0.7734
C 1.2139 4.2463 1.7571
C 1.4092 3.1146 -1.0114
C 2.2753 1.4514 1.5124
H -3.3269 3.8785 -1.3078
H -2.0644 2.7469 -1.8255
H -1.6336 4.3435 -1.2237
H -3.3769 4.7741 1.7123
H -1.6583 5.1403 1.5865
H -2.2481 4.0806 2.8677
H -4.5862 2.0638 0.6248
H -3.8430 1.7788 2.1964
H -3.4852 0.6945 0.8658
H -0.7137 2.2635 3.6956
H -0.8419 0.4370 5.3726
H -0.9306 -1.9365 4.5913
H -0.9055 -2.3734 2.1416
H 0.6695 5.0735 1.2987
H 2.2674 4.5351 1.8050
H 0.8556 4.1386 2.7837
H 0.7371 3.9167 -1.3260
H 1.2700 2.2979 -1.7232
H 2.4292 3.4928 -1.1165
H 2.2526 1.5552 2.6005
H 3.2946 1.6840 1.1916
H 2.0777 0.3983 1.2961
C 1.7040 -4.2272 2.9784
C 2.6737 -3.7838 1.9166
C 3.2277 -4.6973 1.0259
C 4.1121 -4.2915 0.0391
C 4.4926 -2.9593 -0.0553
N 5.4362 -2.5948 -1.0575
C 5.5646 -1.3717 -1.6789
O 6.6258 -0.9498 -2.0778
N 4.3955 -0.6392 -1.8587
C 3.0876 -1.1341 -1.9674
C 2.7705 -2.3325 -2.5944
C 1.4450 -2.7283 -2.6356
C 0.4779 -1.9245 -2.0636
N 0.7798 -0.7703 -1.4521
C 2.0594 -0.3953 -1.4060
C 3.9680 -2.0370 0.8435
C 3.0522 -2.4488 1.8002
H 1.8254 -5.2855 3.2058
H 0.6716 -4.0829 2.6529
H 1.8425 -3.6648 3.9019
H 2.9652 -5.7456 1.1037
H 4.5268 -5.0125 -0.6551
H 6.3150 -3.0906 -1.0502
H 4.5799 0.2921 -2.1980
H 3.5517 -2.9381 -3.0337
H 1.1578 -3.6535 -3.1143
H -0.5691 -2.1936 -2.0849
H 2.2884 0.5263 -0.8903
H 4.2827 -1.0020 0.8026
H 2.6550 -1.7187 2.4980
C -2.8793 0.9675 -4.4559
C -3.7777 0.0052 -3.6937
S -3.5373 0.2010 -1.9289
O -2.1065 -0.3168 -1.7245
C -4.5928 -1.1204 -1.3173
C -6.0685 -0.7697 -1.4467
H -3.0321 0.8369 -5.5259
H -1.8300 0.7754 -4.2352
H -3.1060 2.0035 -4.2039
H -3.5679 -1.0397 -3.9304
H -4.8349 0.2085 -3.8740
H -4.2989 -1.2256 -0.2714
H -4.3156 -2.0333 -1.8464
H -6.2889 0.1853 -0.9692
H -6.6655 -1.5347 -0.9533
H -6.3886 -0.7225 -2.4863



76
Properties=species:S:1:pos:R:3 method="wB97M-V/def2-TZVPD" e_homo_ev=-4.632 relative_energy_kj_mol=152.8 e_tot_ev=-190816.469 lumo_energy_ev=1.9 homo_lumo_gap_ev=6.53 total_charge=-1
Tl -0.1286 4.8660 19.1110
C -2.1462 2.9607 14.0479
C -0.6717 2.5488 14.2587
C -0.5429 1.5578 15.4239
C 0.5254 0.7136 15.5548
C 0.7103 0.1112 16.8064
C -0.2228 0.2661 17.8162
C -1.3198 1.0300 17.4453
N -1.5291 1.5948 16.3080
N -2.5774 4.0901 14.8253
C -3.9425 3.8931 15.3580
C -4.2450 4.9221 16.4041
C -3.2471 5.2865 17.2864
C -3.6301 6.1687 18.2682
C -4.9435 6.6059 18.3702
C -5.8099 6.2260 17.4308
N -5.5067 5.3977 16.4568
C -2.4001 5.3473 14.1117
C -0.9786 5.8567 14.2194
C -0.4699 6.5278 13.1310
C 0.8247 7.1012 13.2905
C 1.4218 6.9215 14.5402
C 0.8197 6.2182 15.5500
N -0.3690 5.6607 15.3857
H -2.7952 2.1551 14.3901
H -2.3999 3.0868 13.0060
H -0.0731 3.4323 14.5041
H -0.2159 2.1986 13.3428
H 1.2241 0.5477 14.8072
H 1.5469 -0.5540 17.0575
H -0.1462 -0.1012 18.7760
H -2.1636 1.0761 18.1408
H -4.0022 2.9466 15.8438
H -4.7234 3.8991 14.5973
H -2.2071 5.1027 17.0829
H -2.8309 6.5463 18.9391
H -5.2357 7.2756 19.1504
H -6.7993 6.6590 17.4034
H -3.0975 6.0731 14.4730
H -2.6129 5.1998 13.0263
H -1.0997 6.7204 12.2392
H 1.1896 7.6769 12.4948
H 2.4147 7.2966 14.7481
H 1.2840 6.1058 16.5205
Br 1.4449 -2.7659 19.3129
C 3.0075 -1.6403 19.5104
C 3.0681 -0.6420 20.4667
C 4.1497 0.2055 20.4897
C 5.1843 0.0742 19.5811
C 5.1085 -0.9624 18.6309
C 4.0448 -1.8251 18.5879
N 6.3187 0.8630 19.6474
N 6.3513 2.0881 19.8247
C 5.2040 2.9157 19.8442
C 5.1384 3.7549 21.0122
C 3.9997 4.4149 21.3291
C 2.8307 4.3745 20.5006
O 1.8438 5.0741 20.7967
C 2.9810 3.7034 19.2603
N 2.0327 3.8615 18.2892
C 2.0513 3.2692 17.1310
C 3.1959 2.5137 16.7726
C 4.2222 2.3297 17.6895
C 4.1572 2.9229 18.9442
H 2.2719 -0.5397 21.1627
H 4.1596 1.0287 21.2039
H 5.9541 -1.1443 18.0203
H 4.0704 -2.6208 17.8042
H 5.9853 3.8221 21.6768
H 3.9986 5.0665 22.2183
H 1.2332 3.3712 16.4137
H 3.3333 2.1298 15.7620
H 5.0221 1.6782 17.4092
Se -1.9999 9.0075 16.2951
C -0.8887 8.0391 17.3040
N -0.2127 7.4134 18.0390



69
Properties=species:S:1:pos:R:3 method="wB97M-V/def2-TZVPD" e_homo_ev=-4.227 e_tot_ev=-40336.647 lumo_energy_ev=2.5 homo_lumo_gap_ev=6.69 total_charge=-1
C -0.6183 -0.3115 -3.0111
B -1.8839 0.7384 -2.7781
C -2.8333 0.3399 -1.4670
C -2.0136 0.1120 -0.1239
O -0.8036 0.8934 -0.0090
C -1.1032 2.2618 0.3023
C -0.2699 2.8333 1.5234
F -1.1337 2.8543 2.6482
F 0.9076 2.1508 1.7822
F 0.0790 4.1598 1.1976
H -0.3782 -0.9639 -2.1144
H -0.8654 -0.9474 -3.9323
H 0.2836 0.3376 -3.3033
H -1.3781 1.8018 -2.4789
H -2.5176 0.8349 -3.7931
H -3.5671 1.2136 -1.3254
H -3.4534 -0.5745 -1.7516
H -2.6456 0.2503 0.8169
H -1.6842 -0.9840 -0.1091
H -2.2237 2.4068 0.3937
H -0.7880 2.8586 -0.6227
C 0.2444 3.8783 5.3841
O 0.2035 4.0121 6.7983
C -1.0990 4.3202 7.2911
C -1.6223 3.1682 8.1452
N -1.9300 2.0032 7.3168
C -2.2134 0.7951 8.0918
C -1.0554 0.1942 8.9001
O -0.0053 -0.3273 8.0964
C 0.9914 0.6179 7.7383
H 1.2832 3.7288 5.0867
H -0.3359 3.0121 5.0565
H -0.1300 4.7831 4.8956
H -1.7974 4.5686 6.4857
H -0.9958 5.2066 7.9256
H -2.5289 3.4891 8.6676
H -0.8562 2.9309 8.8926
H -1.1424 1.8159 6.7066
H -2.5505 0.0384 7.3766
H -3.0571 0.9908 8.7624
H -1.4584 -0.6625 9.4506
H -0.6675 0.8828 9.6584
H 1.1326 1.3853 8.5051
H 0.7520 1.0801 6.7789
H 1.9346 0.0814 7.6144
C 4.7245 -2.6061 -7.0049
O 3.6513 -2.6101 -7.9305
C 3.2236 -3.9255 -8.2825
C 1.7994 -4.1652 -7.7876
N 1.7645 -4.2661 -6.3295
C 0.4088 -4.2643 -5.7753
C -0.4085 -2.9744 -5.9274
O 0.1091 -1.8789 -5.1878
C 1.0836 -1.1117 -5.8731
H 5.0416 -1.5729 -6.8575
H 4.4094 -3.0115 -6.0389
H 5.5744 -3.1794 -7.3898
H 3.9087 -4.6952 -7.9123
H 3.2271 -3.9767 -9.3762
H 1.4183 -5.0944 -8.2230
H 1.1775 -3.3352 -8.1414
H 2.2735 -3.4840 -5.9334
H 0.5096 -4.4718 -4.7057
H -0.1536 -5.1005 -6.2055
H -1.4005 -3.1712 -5.5065
H -0.5758 -2.7008 -6.9752
H 0.9162 -1.0943 -6.9549
H 2.0872 -1.4818 -5.6499
H 1.0245 -0.0873 -5.5010